[1]
C5H13NO | the ωB97M-V functional and the def2-TZVPD basis

Atoms and positions in Å:
C (2.1965, 0.1245, -0.7250)
C (1.2380, 1.1344, -0.0352)
N (0.0808, 0.4410, 0.3798)
C (0.2096, -0.5394, 1.6178)
C (-1.3006, 0.6472, -0.0773)
C (-2.0182, -0.8324, -0.3617)
O (-1.4189, -1.3265, -1.6010)
H (1.5842, -0.3257, -1.6432)
H (2.2743, -0.7800, -0.1155)
H (3.0543, 0.3922, -1.2275)
H (0.9012, 2.0728, -0.5648)
H (1.6964, 1.5184, 0.8799)
H (0.7216, 0.0374, 2.3959)
H (-0.8030, -0.7346, 1.8605)
H (0.7479, -1.4487, 1.2170)
H (-1.9809, 1.1005, 0.8590)
H (-1.5481, 1.4113, -0.9471)
H (-3.1360, -0.6371, -0.5117)
H (-1.7726, -1.6669, 0.2825)
H (-0.7265, -0.5883, -1.6823)

## Properties
Charge = 0
Energy = -328.1836 Eh
Highest occupied orbital energy = -7.9914 eV
SMILES = CCN(C)CCO
ΔE to the lowest compared entry with this formula, charge and spin = 84.9 kcal/mol
F_max = 4.9 eV/A
Molar mass = 103.165 g mol⁻¹
Frontier orbital gap = 0.3286 hartree


[2]
C5H13NO | the ωB97M-V functional and the def2-TZVPD basis

Atoms and positions in Å:
C (0.2901, -0.4495, 2.2212)
C (-0.1641, 0.3847, 1.0258)
C (-1.4507, -0.1469, 0.3721)
C (-1.3146, 0.1912, -1.1297)
C (-0.0030, 0.9779, -1.2161)
N (0.7819, 0.4465, -0.0960)
H (-0.6090, -0.7321, 2.7700)
H (0.9028, 0.1611, 2.8952)
H (0.9708, -1.2436, 1.9223)
H (-0.3532, 1.4124, 1.3744)
H (-1.4538, -1.2124, 0.5000)
H (-2.3520, 0.2389, 0.8518)
H (-1.1718, -0.7531, -1.6510)
H (-2.1699, 0.7478, -1.5041)
H (-0.1741, 2.0426, -1.1169)
H (0.5177, 0.7701, -2.1524)
H (1.5250, 1.1029, 0.1192)
O (2.3837, -1.5366, -1.5864)
H (1.7061, -1.0276, -1.0962)
H (2.1381, -1.3743, -2.5031)

## Properties
Charge = 0
Energy = -328.2975 Eh
Highest occupied orbital energy = -9.5044 eV
SMILES = C[C@@H]1CCCN1.O
ΔE to the lowest compared entry with this formula, charge and spin = 13.4 kcal/mol
F_max = 1.2 eV/A
Molar mass = 103.165 g mol⁻¹
Frontier orbital gap = 0.3834 hartree


[3]
C5H13NO | the ωB97M-V functional and the def2-TZVPD basis

Atoms and positions in Å:
C (-1.5684, 0.2238, -0.7843)
C (-0.5574, 0.7250, 0.3620)
C (-1.0364, 0.0695, 1.8704)
C (0.8293, 0.3626, 0.0193)
N (1.3024, 1.3740, -0.9615)
C (0.8190, -1.1981, -0.5901)
O (2.2158, -1.6466, -0.5830)
H (-1.2514, 0.8244, -1.6779)
H (-2.8070, 0.5392, -0.6518)
H (-1.5873, -0.7854, -0.8545)
H (-0.9682, 1.7183, 0.4449)
H (-0.2203, -0.3625, 2.4040)
H (-1.8342, -0.6004, 1.7822)
H (-1.3867, 1.0328, 2.3837)
H (1.6436, 0.3478, 0.9097)
H (2.2950, 1.3166, -1.0677)
H (0.8157, 1.2524, -1.8747)
H (0.2307, -1.7674, 0.2134)
H (0.6079, -1.3134, -1.6547)
H (2.4578, -2.1125, 0.3107)

## Properties
Charge = 0
Energy = -328.1969 Eh
Highest occupied orbital energy = -8.8881 eV
SMILES = CC(C)[C@H](N)CO
ΔE to the lowest compared entry with this formula, charge and spin = 76.6 kcal/mol
F_max = 5.8 eV/A
Molar mass = 103.165 g mol⁻¹
Frontier orbital gap = 0.3561 hartree


[4]
C5H13NO | the ωB97M-V functional and the def2-TZVPD basis

Atoms and positions in Å:
C (2.1281, -0.7462, -0.7964)
N (1.2240, 0.0665, -0.0079)
C (1.8651, 0.6110, 1.1730)
O (0.7823, 1.1579, -0.8284)
H (1.6014, -1.0714, -1.6917)
H (2.4046, -1.6168, -0.2044)
H (3.0347, -0.2045, -1.0925)
H (2.7651, 1.1922, 0.9369)
H (2.1312, -0.2182, 1.8259)
H (1.1511, 1.2547, 1.6838)
H (-0.1865, 1.1363, -0.7744)
C (-2.4720, 1.0969, -0.4057)
C (-2.1032, 0.1362, 0.4239)
C (-1.8275, -1.2723, 0.0221)
H (-2.6228, 0.9101, -1.4573)
H (-2.6541, 2.1048, -0.0725)
H (-1.9665, 0.3512, 1.4761)
H (-2.4376, -1.9581, 0.6086)
H (-0.7806, -1.5043, 0.2145)
H (-2.0369, -1.4262, -1.0337)

## Properties
Charge = 0
Energy = -328.2082 Eh
Highest occupied orbital energy = -8.7767 eV
SMILES = CN(C)O.C=CC
ΔE to the lowest compared entry with this formula, charge and spin = 69.4 kcal/mol
F_max = 0.4 eV/A
Molar mass = 103.165 g mol⁻¹
Frontier orbital gap = 0.3599 hartree


[5]
C5H13NO | the ωB97M-V functional and the def2-TZVPD basis

Atoms and positions in Å:
C (2.7700, 0.4914, -1.0033)
C (1.7044, -0.4595, -0.3501)
C (0.4749, 0.4734, -0.1223)
C (-0.4374, 0.1728, 1.1595)
N (-1.6888, 0.6252, 0.4270)
C (-2.7211, -0.4244, 0.4915)
O (-2.3745, -1.6701, -0.2284)
H (2.6519, 1.4990, -0.6408)
H (2.6432, 0.4286, -2.1286)
H (3.8611, 0.2794, -0.9449)
H (1.2734, -1.4166, -0.8460)
H (2.1119, -1.0987, 0.4745)
H (-0.1526, 0.6923, -1.1036)
H (0.8598, 1.4758, -0.0212)
H (-0.4047, -0.8361, 1.4363)
H (-0.1489, 0.7244, 2.0249)
H (-2.0729, 1.5347, 0.6577)
H (-3.0608, -0.8957, 1.5289)
H (-3.7038, -0.0037, -0.1810)
H (-1.5850, -1.5920, -0.6302)

## Properties
Charge = 0
Energy = -328.1731 Eh
Highest occupied orbital energy = -8.8862 eV
SMILES = CCCCNCO
ΔE to the lowest compared entry with this formula, charge and spin = 91.4 kcal/mol
F_max = 5.4 eV/A
Molar mass = 103.165 g mol⁻¹
Frontier orbital gap = 0.3628 hartree


[6]
C5H13NO | the ωB97M-V functional and the def2-TZVPD basis

Atoms and positions in Å:
C (-0.4516, -2.1752, -1.7835)
C (-0.7197, -2.5984, -0.6173)
C (-1.2132, -1.7684, 0.4435)
C (-1.0223, -0.1925, 0.1359)
N (-0.7248, 0.4239, 1.4943)
C (-1.5913, 1.5559, 1.9113)
H (-0.7754, -1.3257, -2.2681)
H (-0.1562, -2.6707, -2.7352)
H (-0.4465, -3.4670, -0.1637)
H (-2.2490, -2.1715, 0.6450)
H (-0.7828, -1.9765, 1.4203)
H (-0.3578, 0.2784, -0.6350)
H (-1.8737, 0.2844, -0.1379)
H (0.0504, 1.0583, 1.1774)
H (-1.6007, 1.5749, 2.9775)
H (-2.5648, 1.6695, 1.4608)
H (-1.0292, 2.5803, 1.6315)
O (4.7379, 3.2870, -1.3397)
H (4.5668, 2.3785, -1.3962)
H (4.3792, 3.5963, -2.2589)

## Properties
Charge = 0
Energy = -328.1517 Eh
Highest occupied orbital energy = -9.1848 eV
SMILES = C=CCCNC.O
ΔE to the lowest compared entry with this formula, charge and spin = 104.9 kcal/mol
F_max = 5.7 eV/A
Molar mass = 103.165 g mol⁻¹
Frontier orbital gap = 0.3598 hartree